1.
{
  "formula": "C5H15NO",
  "method": "ωB97M-V with the def2-TZVPD basis set",
  "gap_ha": 0.346,
  "charge": 0,
  "smiles": "CCCCNC.O",
  "total_energy_ev": -8963.811,
  "homo_energy_ev": -8.539,
  "fmax_ev_per_a": 4.63,
  "species": ["C", "C", "C", "C", "N", "C", "H", "H", "H", "H", "H", "H", "H", "H", "H", "H", "H", "H", "H", "O", "H", "H"],
  "positions_angstrom": [[-1.64, -2.22, -1.25], [-0.79, -0.95, -1.12], [0.69, -1.15, -0.57], [1.33, 0.09, 0.15], [0.44, 0.98, 0.97], [0.61, 0.93, 2.43], [-2.07, -2.61, -0.42], [-0.93, -3.00, -1.57], [-2.46, -2.00, -1.87], [-0.60, -0.60, -2.10], [-1.40, -0.18, -0.65], [0.64, -2.07, 0.10], [1.26, -1.37, -1.47], [2.10, -0.51, 0.80], [1.94, 0.67, -0.43], [-0.54, 0.95, 0.71], [0.70, 1.99, 2.72], [-0.15, 0.31, 2.84], [1.58, 0.26, 2.67], [-0.68, 3.49, -0.79], [-0.27, 3.87, 0.00], [0.21, 3.12, -1.17]]
}



2.
{
  "formula": "C16H24N4O6PPdS",
  "method": "ωB97M-V with the def2-TZVPD basis set",
  "gap_ha": 0.249,
  "charge": -1,
  "total_energy_ev": -58832.432,
  "homo_energy_ev": -3.849,
  "fmax_ev_per_a": 0.17,
  "species": ["Pd", "N", "C", "C", "C", "C", "C", "C", "S", "O", "O", "N", "C", "N", "C", "C", "C", "N", "H", "H", "H", "H", "H", "H", "H", "H", "H", "C", "O", "P", "O", "C", "O", "C", "H", "H", "H", "H", "H", "H", "H", "H", "H", "C", "O", "C", "C", "H", "H", "H", "H", "H", "H"],
  "positions_angstrom": [[0.77, 0.40, -1.70], [-3.52, -1.92, 3.56], [-3.02, -0.80, 2.86], [-2.49, 0.28, 3.56], [-1.94, 1.36, 2.88], [-1.93, 1.36, 1.49], [-2.44, 0.28, 0.79], [-2.98, -0.79, 1.47], [-1.16, 2.68, 0.60], [-1.04, 3.81, 1.49], [-1.95, 2.87, -0.60], [0.23, 2.06, 0.12], [1.24, 1.80, 0.97], [2.31, 1.21, 0.38], [3.34, 0.92, 1.14], [3.38, 1.19, 2.51], [2.22, 1.74, 3.03], [1.16, 2.05, 2.30], [-3.87, -1.70, 4.47], [-4.19, -2.45, 3.03], [-2.50, 0.28, 4.65], [-1.52, 2.20, 3.40], [-2.40, 0.28, -0.29], [-3.36, -1.65, 0.92], [4.18, 0.44, 0.65], [4.23, 0.95, 3.12], [2.13, 1.94, 4.09], [-1.73, -3.48, -1.11], [-1.36, -2.12, -1.29], [0.20, -1.67, -1.31], [0.77, -2.43, 0.05], [0.56, -1.76, 1.29], [0.73, -2.85, -2.32], [2.05, -2.75, -2.82], [-2.79, -3.50, -0.87], [-1.16, -3.94, -0.30], [-1.56, -4.05, -2.03], [-0.37, -2.11, 1.76], [0.50, -0.68, 1.16], [1.40, -2.00, 1.95], [2.10, -3.31, -3.75], [2.76, -3.18, -2.10], [2.31, -1.70, -3.00], [-0.72, 2.38, -3.66], [0.69, 2.41, -3.93], [1.42, 1.60, -3.19], [2.86, 1.79, -3.57], [-0.93, 2.77, -2.67], [-1.07, 1.35, -3.73], [-1.18, 3.01, -4.43], [3.04, 2.73, -4.12], [3.15, 0.95, -4.20], [3.47, 1.74, -2.68]]
}



3.
{
  "formula": "C38H45As2BCrN8O10",
  "method": "ωB97M-V with the def2-TZVPD basis set",
  "gap_ha": [0.266, 0.212],
  "multiplicity": 6,
  "charge": 1,
  "total_energy_ev": -223305.084,
  "s_squared": 8.792,
  "homo_energy_ev": [-10.044, -11.002],
  "fmax_ev_per_a": 0.24,
  "species": ["Cr", "C", "C", "C", "C", "N", "N", "B", "N", "C", "C", "C", "C", "N", "N", "C", "C", "C", "C", "N", "N", "C", "C", "C", "C", "N", "H", "H", "H", "H", "H", "H", "H", "H", "H", "H", "H", "H", "H", "H", "H", "H", "H", "H", "H", "H", "C", "C", "O", "C", "C", "C", "C", "C", "C", "O", "H", "H", "H", "H", "H", "H", "H", "C", "O", "C", "O", "C", "C", "As", "C", "C", "C", "As", "C", "C", "O", "O", "C", "C", "O", "O", "C", "C", "O", "O", "C", "H", "H", "H", "H", "H", "H", "H", "H", "H", "H", "H", "H", "H", "H", "H", "H", "H", "H"],
  "positions_angstrom": [[0.29, 0.17, 0.09], [-2.41, 2.10, 1.58], [-1.02, 2.62, 1.56], [-0.57, 3.82, 2.12], [0.80, 3.82, 1.95], [1.14, 2.70, 1.30], [0.04, 1.96, 1.06], [2.55, 2.08, 1.10], [2.76, 1.68, -0.38], [3.87, 1.81, -1.11], [3.75, 1.02, -2.23], [2.51, 0.40, -2.12], [1.94, -0.61, -3.06], [1.91, 0.81, -0.99], [2.56, 0.75, 1.91], [3.30, 0.32, 2.94], [2.91, -0.97, 3.25], [1.89, -1.27, 2.35], [1.11, -2.54, 2.26], [1.68, -0.23, 1.55], [3.58, 3.10, 1.47], [3.74, 4.30, 0.84], [4.77, 4.96, 1.47], [5.19, 4.08, 2.49], [6.29, 4.28, 3.48], [4.48, 2.97, 2.48], [-3.12, 2.92, 1.51], [-2.59, 1.58, 2.52], [-2.61, 1.39, 0.78], [-1.17, 4.57, 2.60], [1.54, 4.53, 2.25], [4.67, 2.44, -0.78], [4.46, 0.91, -3.04], [2.35, -0.46, -4.06], [0.85, -0.58, -3.11], [2.21, -1.62, -2.73], [4.06, 0.96, 3.35], [3.32, -1.60, 4.02], [1.71, -3.37, 2.63], [0.83, -2.75, 1.23], [0.21, -2.48, 2.87], [3.12, 4.58, 0.01], [5.16, 5.93, 1.23], [6.70, 5.29, 3.41], [7.10, 3.57, 3.32], [5.93, 4.14, 4.50], [-3.00, -1.78, 2.01], [-1.90, -1.59, 1.01], [-1.20, -0.57, 1.15], [-1.69, -2.54, -0.06], [-2.58, -3.63, -0.21], [-2.43, -4.55, -1.22], [-1.36, -4.40, -2.11], [-0.47, -3.37, -1.98], [-0.61, -2.41, -0.96], [0.29, -1.46, -0.88], [-2.89, -1.05, 2.80], [-2.99, -2.79, 2.43], [-3.96, -1.63, 1.51], [-3.40, -3.75, 0.48], [-3.12, -5.37, -1.32], [-1.23, -5.12, -2.91], [0.37, -3.26, -2.66], [-0.43, 4.69, -4.80], [0.02, 4.82, -3.45], [0.07, 3.76, -2.65], [0.25, 3.90, -1.46], [-0.13, 2.38, -3.15], [0.44, 1.90, -4.39], [-0.43, 0.62, -5.48], [-1.26, 1.60, -6.96], [-1.99, 0.13, -4.42], [-2.11, 0.18, -3.09], [-1.10, 1.32, -1.88], [-2.49, 2.66, -1.56], [-3.19, -0.54, -2.34], [-3.48, -0.24, -1.21], [-3.76, -1.51, -3.03], [-4.93, -2.11, -2.44], [-3.03, -0.50, -5.30], [-4.08, 0.03, -5.53], [-2.58, -1.61, -5.88], [-3.49, -2.24, -6.79], [1.78, 2.33, -4.79], [2.42, 3.18, -4.20], [2.20, 1.71, -5.91], [3.48, 2.14, -6.39], [0.40, 4.45, -5.46], [-0.85, 5.65, -5.07], [-1.21, 3.92, -4.88], [-0.45, 2.07, -7.52], [-1.96, 2.35, -6.60], [-1.77, 0.88, -7.59], [-2.77, 3.10, -2.52], [-2.08, 3.43, -0.90], [-3.35, 2.18, -1.10], [-5.13, -3.00, -3.02], [-5.76, -1.41, -2.52], [-4.74, -2.36, -1.40], [-2.94, -3.06, -7.25], [-3.83, -1.53, -7.55], [-4.36, -2.62, -6.25], [4.25, 1.97, -5.64], [3.45, 3.20, -6.64], [3.67, 1.54, -7.28]]
}



4.
{
  "formula": "C4H11NO2",
  "method": "ωB97M-V with the def2-TZVPD basis set",
  "gap_ha": 0.380,
  "charge": 0,
  "smiles": "CCC(=O)NC.O",
  "total_energy_ev": -9911.458,
  "homo_energy_ev": -9.801,
  "fmax_ev_per_a": 1.12,
  "species": ["C", "C", "C", "O", "N", "C", "H", "H", "H", "H", "H", "H", "H", "H", "H", "O", "H", "H"],
  "positions_angstrom": [[0.10, -1.24, -1.87], [1.22, -0.92, -0.88], [1.17, 0.48, -0.35], [1.98, 1.32, -0.68], [0.16, 0.76, 0.51], [0.14, 1.99, 1.30], [0.52, -1.81, -2.70], [-0.36, -0.34, -2.29], [-0.71, -1.84, -1.46], [1.20, -1.63, -0.04], [2.22, -1.03, -1.30], [-0.61, 0.15, 0.69], [1.15, 2.40, 1.29], [-0.54, 2.74, 0.91], [-0.08, 1.74, 2.34], [-2.64, -0.93, 1.83], [-3.18, -1.24, 1.10], [-1.77, -0.60, 1.60]]
}